[1]
The following is a DFT calculation (wB97M-V/def2-TZVPD) of a structure of composition C16H9InN5OS3 at a distorted geometry.

CARTESIAN COORDINATES (ANGSTROEM)
1 In 0.2641 2.6896 -0.9857
2 N -1.9663 3.2249 -5.0268
3 C -1.2378 2.7621 -3.9732
4 S 0.2058 3.6040 -3.6526
5 N -1.7199 1.6767 -3.4242
6 N -1.0638 1.0570 -2.4288
7 C -1.5244 -0.1365 -2.2258
8 C -1.0703 -1.1714 -1.3451
9 C -1.7156 -2.4155 -1.4909
10 C -1.3640 -3.5252 -0.7601
11 C -0.3265 -3.4462 0.1568
12 C 0.3286 -2.2436 0.3308
13 C -0.0425 -1.1167 -0.3857
14 O 0.6156 0.0988 -0.1420
15 H -1.7085 4.1092 -5.4307
16 H -2.9032 2.8797 -5.1433
17 H -2.3461 -0.4383 -2.8816
18 H -2.5148 -2.4895 -2.2154
19 H -1.8867 -4.4584 -0.9102
20 H -0.0266 -4.3080 0.7302
21 H 1.1417 -2.1804 1.0356
22 S 2.0171 0.3876 -1.3040
23 C 0.9300 0.2928 1.2227
24 C 2.1656 0.0004 1.7390
25 C 2.3947 0.1368 3.1138
26 C 3.6429 -0.1673 3.6721
27 N 4.6655 -0.4250 4.1328
28 C 1.3258 0.5725 3.9394
29 C 0.1016 0.8975 3.3955
30 C -0.1496 0.7652 2.0140
31 S -1.6501 1.1206 1.3248
32 C 1.5149 0.6465 5.3371
33 N 1.6457 0.6811 6.4767
34 H 2.9577 -0.3311 1.0792
35 H -0.7007 1.2502 4.0255

Output
- Charge: -1
- Kohn-Sham gap: 6.31 eV
- Total energy: -2348.8297 Ha

[2]
The following is a DFT calculation (wB97M-V/def2-TZVPD) of a structure of composition C17H10F4N4PbSe3Te at a distorted geometry.

CARTESIAN COORDINATES (ANGSTROEM)
1 Pb -2.1735 3.1466 -1.3071
2 Se -3.1767 6.0934 0.9067
3 Se -1.4546 6.4419 2.2537
4 Te 0.6442 5.3899 1.3485
5 Se 0.2546 4.5153 -0.9217
6 C -0.2212 0.2164 -4.6363
7 C -1.0412 0.5613 -3.3921
8 C -0.5555 -0.2592 -2.1946
9 C -2.5320 0.1849 -3.6504
10 C -1.1059 2.0161 -3.0870
11 H -0.2807 -0.8559 -4.8289
12 H 0.8273 0.4754 -4.4829
13 H -0.5824 0.7497 -5.5167
14 H -0.6524 -1.3263 -2.4010
15 H -1.1408 -0.0150 -1.3127
16 H 0.4940 -0.0392 -1.9950
17 H -2.5738 -0.8796 -3.8952
18 H -2.9421 0.7594 -4.4803
19 H -3.1299 0.3630 -2.7564
20 H -0.7984 2.6475 -3.9249
21 F -0.5224 -1.0760 0.4063
22 C 0.2171 -1.3276 1.4900
23 C 1.0443 -2.4165 1.4819
24 F 1.0858 -3.1526 0.3770
25 C 1.8607 -2.7471 2.5909
26 C 1.7214 -1.8925 3.7115
27 C 0.9144 -0.7858 3.6961
28 F 0.8662 -0.0002 4.7756
29 C 0.1521 -0.4324 2.5704
30 C -0.5633 0.8093 2.4818
31 C -1.2553 1.2334 1.3498
32 N -1.8256 1.6509 0.4232
33 C -0.4324 1.8570 3.4088
34 N -0.3014 2.8292 4.0229
35 F 2.4337 -2.1396 4.8053
36 C 2.7678 -3.8358 2.5640
37 C 3.5340 -4.2477 3.6780
38 N 4.1747 -4.6430 4.5507
39 C 3.0089 -4.6109 1.4051
40 N 3.2604 -5.2576 0.4850

Output
- Charge: 0
- Energy above the lowest of the compared OMol25 structures with the same formula, charge and spin: 79.05 kcal/mol
- Kohn-Sham gap (alpha / beta): 4.54 / 4.43 eV
- Total energy: -8937.2595 Ha

[3]
The following is a DFT calculation (wB97M-V/def2-TZVPD) of an isolated molecule of C17H10N4O4 at a distorted geometry.

CARTESIAN COORDINATES (ANGSTROEM)
1 O -3.4582 2.5830 -1.3610
2 C -2.6616 1.7890 -0.8440
3 O -2.9915 0.6853 -0.1008
4 C -1.9134 -0.0824 0.3216
5 C -2.2067 -1.4126 0.9424
6 C -3.4812 -1.5503 1.4644
7 C -3.8649 -2.7224 2.1200
8 C -2.9308 -3.7366 2.3252
9 C -1.6595 -3.6347 1.7898
10 C -1.2810 -2.4937 1.0699
11 N 0.0553 -2.4455 0.5587
12 O 0.9641 -2.4225 1.3602
13 O 0.2465 -2.3745 -0.6572
14 N -0.6418 0.2978 0.1986
15 C -0.3039 1.4083 -0.5432
16 C -1.3112 2.1623 -1.0592
17 C -0.7903 3.3184 -1.6964
18 N 0.5037 3.2904 -1.6669
19 N 0.8167 2.1320 -0.9833
20 C 2.1714 1.7324 -0.9149
21 C 3.2054 2.6228 -1.2835
22 C 4.5250 2.2511 -1.2248
23 C 4.9089 0.9442 -0.8713
24 C 3.9109 0.0100 -0.5719
25 C 2.5715 0.3891 -0.5714
26 H -4.2337 -0.7828 1.4047
27 H -4.8395 -2.8321 2.5627
28 H -3.1548 -4.6438 2.8775
29 H -0.9540 -4.4417 1.9225
30 H -1.3697 4.0851 -2.2123
31 H 2.9684 3.6933 -1.4659
32 H 5.3109 2.9621 -1.4539
33 H 5.9500 0.6321 -0.8554
34 H 4.1193 -1.0456 -0.3205
35 H 1.8195 -0.3676 -0.2604

Output
- SMILES string: O=c1oc(-c2ccccc2[N+](=O)[O-])nc2c1cnn2-c1ccccc1
- Charge: 0
- Energy above the lowest of the compared OMol25 structures with the same formula, charge and spin: 8.47 kcal/mol
- Kohn-Sham gap: 7.35 eV
- Total energy: -1173.6741 Ha

[4]
The following is a DFT calculation (wB97M-V/def2-TZVPD) of a cluster of 2 separate species, C17H11N2O4S2 in total at a distorted geometry.

CARTESIAN COORDINATES (ANGSTROEM)
1 C 0.0437 -2.6566 0.5973
2 C -0.6421 -3.1657 -0.4811
3 C -2.0531 -3.3601 -0.4595
4 N -3.2051 -3.5687 -0.4608
5 C 0.0092 -3.7950 -1.5876
6 N 0.4934 -4.3435 -2.5009
7 C 1.5106 -2.6459 0.6224
8 C 2.2493 -2.2057 -0.5038
9 C 3.6439 -2.1776 -0.4695
10 C 4.3386 -2.6501 0.6547
11 C 3.6159 -3.1456 1.7512
12 C 2.2251 -3.1289 1.7516
13 H -0.5115 -2.4018 1.5149
14 H 1.7058 -1.8856 -1.4047
15 H 4.1879 -1.7924 -1.3317
16 H 5.4253 -2.6207 0.6800
17 H 4.1492 -3.5396 2.6157
18 H 1.6463 -3.5474 2.5848
19 C -1.7486 5.4435 -0.2232
20 C -0.7857 4.5315 0.2211
21 C -1.0310 3.1600 0.0917
22 C -2.2043 2.7072 -0.4576
23 C -3.1790 3.6076 -0.9030
24 C -2.9433 4.9823 -0.7855
25 S -2.3305 0.9056 -0.5314
26 O -3.3734 0.5369 0.3892
27 O -2.4361 0.5703 -1.9385
28 C -0.7956 0.5328 0.0663
29 S 0.1068 1.8516 0.5989
30 O 1.2997 2.0193 -0.2064
31 O 0.1783 1.9119 2.0395
32 H -1.5655 6.5165 -0.1290
33 H 0.1426 4.8749 0.6678
34 H -4.1075 3.2404 -1.3289
35 H -3.6921 5.6971 -1.1308
36 H -0.3671 -0.4585 -0.0132

Output
- Charge: -1
- Energy above the lowest of the compared OMol25 structures with the same formula, charge and spin: 2.45 kcal/mol
- Kohn-Sham gap: 5.57 eV
- Total energy: -1861.2168 Ha